Density functional theory data (ωB97M-V with the def2-TZVPD basis set) for C51H38CdN8S5 as an isolated structure.

Each line ends with the Löwdin charge.
Geometry (Å):
S: -1.384 1.377 -0.511  0.709
H: 0.601 4.309 0.231  0.107
H: -3.459 -1.901 4.908  0.108
C: -3.300 3.213 -3.521  -0.065
H: -4.246 3.082 -4.032  0.107
H: -5.324 1.235 2.655  0.110
C: -1.486 -2.488 -2.284  -0.024
H: -3.617 1.573 -2.144  0.101
C: -2.476 3.628 3.295  -0.081
S: -2.919 -1.976 0.002  1.132
C: 4.500 -3.126 2.237  -0.176
H: -2.632 4.014 -0.063  0.105
C: -0.167 -4.908 -4.797  -0.171
H: 5.334 4.159 -1.568  0.105
S: 1.606 -4.032 -0.068  0.398
C: -2.420 4.208 -3.931  -0.076
N: 4.147 -2.182 1.413  0.013
N: -2.899 -2.554 -5.461  0.161
C: 7.846 -1.555 -0.326  -0.091
C: -3.181 -1.986 2.792  -0.114
C: 2.027 2.406 -2.543  -0.084
C: -4.378 -6.312 0.080  -0.076
C: -2.759 4.207 2.066  -0.076
H: -2.205 -1.679 -2.249  0.082
H: -4.713 -7.339 0.025  0.105
N: -0.014 -5.532 -5.750  0.160
C: 6.370 -2.617 1.174  -0.198
C: -1.317 -3.147 -3.488  -0.184
H: 4.638 4.051 -3.940  0.104
H: 8.480 -3.105 1.030  0.108
H: 1.279 -5.081 -2.579  0.105
C: -5.070 -5.320 -0.597  -0.074
H: 8.831 -1.427 -0.756  0.101
C: 0.352 -3.689 -1.277  -0.652
C: 0.480 -4.358 -2.496  -0.081
H: -2.694 -6.767 1.337  0.108
H: -5.944 -5.568 -1.185  0.106
C: -3.443 -1.356 1.583  -0.410
H: 2.516 2.945 -4.560  0.109
H: -0.507 5.134 -3.604  0.108
C: 4.402 3.680 -1.838  -0.074
C: -1.204 4.371 -3.280  -0.065
C: 2.822 2.993 -3.522  -0.065
C: -2.776 -4.686 0.859  -0.070
C: 6.783 -0.758 -0.791  -0.083
C: -0.874 3.545 -2.214  -0.091
C: 1.381 4.373 3.526  -0.074
C: -1.757 2.556 -1.810  -0.318
H: -1.855 -4.451 1.380  0.103
H: 0.545 5.823 2.175  0.111
H: 1.375 5.048 4.374  0.105
C: -2.968 2.378 -2.463  -0.066
H: -2.600 -2.893 2.832  0.079
C: 3.612 3.109 -0.856  -0.068
N: 2.502 0.412 0.409  -0.438
Cd: 1.955 -1.636 0.483  1.053
C: 0.947 3.963 1.196  -0.065
C: -0.758 -2.813 -1.132  -0.355
H: 6.974 -0.030 -1.569  0.101
H: -2.745 4.142 4.210  0.104
C: -4.721 0.338 2.696  -0.073
H: -1.658 1.918 4.308  0.112
C: -4.617 -4.007 -0.546  -0.081
H: 1.121 1.875 -2.802  0.105
H: -4.822 0.165 4.831  0.106
C: 1.424 2.668 1.361  -0.331
C: 5.311 -1.836 0.720  -0.239
S: 1.588 1.506 0.027  0.651
H: 4.687 -0.259 -0.610  0.075
C: -4.438 -0.265 3.914  -0.075
C: -1.853 2.387 3.351  -0.072
C: 4.007 3.621 -3.172  -0.079
C: 1.890 2.222 2.586  -0.074
H: 3.916 3.134 0.184  0.118
H: 6.295 -4.144 2.680  0.157
H: 0.073 3.670 -1.714  0.075
C: 7.662 -2.496 0.668  -0.023
N: 5.820 -3.434 2.152  0.123
H: 2.274 1.212 2.658  0.097
C: -2.399 3.562 0.890  -0.061
H: -5.139 -3.226 -1.089  0.111
C: 0.920 4.814 2.289  -0.064
C: -1.490 1.731 2.185  -0.091
C: -1.748 2.332 0.958  -0.297
H: -4.399 0.267 0.567  0.100
C: -3.237 -5.991 0.812  -0.062
N: -1.255 -2.347 0.111  -0.686
N: -2.232 0.200 -0.653  -0.348
N: 0.199 1.144 -0.612  -0.377
C: 2.422 2.483 -1.217  -0.315
C: 1.865 3.082 3.675  -0.067
C: -3.673 -1.424 3.960  -0.063
C: -4.217 -0.204 1.524  -0.092
C: 5.509 -0.882 -0.278  -0.020
C: -0.347 -4.139 -3.585  -0.193
C: -2.187 -2.814 -4.597  -0.168
H: -2.678 4.849 -4.764  0.105
H: -3.268 5.162 2.018  0.105
C: -3.481 -3.693 0.187  -0.353
H: 2.232 2.746 4.637  0.106
H: 3.833 -3.632 2.918  0.132
S: -0.382 -1.708 1.494  0.432
H: -1.023 0.751 2.210  0.049

Calculated values
- E_LUMO: 0.006 Eh
- Energy: -124158.500 eV
- HOMO energy: -6.72 eV
- Kohn-Sham gap: 6.89 eV
- Total charge: 0